The following is a DFT calculation (ωB97M-V with the def2-TZVPD basis set) of a 2-piece molecular cluster, C2H2N2O3 overall at a distorted geometry.

Calculated values
Charge   -2
Highest occupied orbital energy   0.99 eV
ΔE to the lowest compared entry with this formula, charge and spin   252.9 kJ/mol
DFT total energy   -412.4505 Ha
F_max   0.04689 Eh/bohr

XYZ file:
```
9
C2H2N2O3 (ωB97M-V with the def2-TZVPD basis set)
C -1.96 -0.58 0.11
C 1.05 -0.66 0.21
N 1.49 0.42 -0.12
N 1.58 1.49 -0.66
O 2.20 2.49 -0.10
O -2.01 -1.42 -0.80
O -2.75 -0.58 1.08
H 1.73 -1.51 0.20
H -1.34 0.36 0.08
```

Löwdin atomic charge list, values in e, 5 entries:
1. C -0.76
2. C -0.06
3. N -0.16
4. N -0.26
5. O -0.39